26
Properties=species:S:1:pos:R:3 method="wB97M-V/def2-TZVPD" molar_mass_g_mol=297.447 e_tot_ev=-19380.35696 charge=0 homo_lumo_gap_ev=4.65 relative_energy_kj_mol=119.5
Ba 0.135 -0.257 -0.191
O 1.982 0.631 -1.992
H 1.535 1.385 -2.423
O 0.667 -1.820 -2.366
H -0.189 -2.238 -2.149
O -0.991 -2.846 0.222
H -0.591 -3.381 0.908
H -1.214 -3.470 -0.469
O -2.590 -0.284 -0.591
H -3.189 0.437 -0.397
H -2.992 -0.738 -1.331
O -0.958 2.211 0.605
H -1.183 2.745 1.367
H -0.826 2.844 -0.101
O -0.126 -0.169 2.525
H 0.496 0.516 2.767
H -0.721 -0.227 3.273
O 1.973 -1.774 1.237
H 1.713 -2.344 1.961
H 2.845 -1.463 1.478
O 2.149 1.365 1.104
H 2.033 1.851 1.921
H 2.716 1.922 0.572
O -0.837 1.435 -2.362
H -0.169 1.883 -2.882
H -1.667 1.786 -2.685

***

64
Properties=species:S:1:pos:R:3 method="wB97M-V/def2-TZVPD" molar_mass_g_mol=515.643 e_tot_ev=-44366.56421 charge=+2 homo_lumo_gap_ev=10.32 relative_energy_kj_mol=0.0
Ba -0.626 -0.313 0.166
O 0.775 2.933 -3.333
H 1.411 3.613 -3.551
H 0.384 2.692 -4.173
O 3.864 0.850 -1.548
H 4.718 0.564 -1.226
H 3.623 1.578 -0.976
O 0.471 -2.083 2.092
H 0.420 -3.011 1.863
H 1.392 -1.940 2.309
O -0.272 -0.274 -2.769
H -0.852 -0.444 -3.511
H 0.508 0.119 -3.160
O 2.955 -1.767 2.594
H 2.854 -2.219 3.432
H 3.630 -2.265 2.133
O -2.844 -1.262 -1.269
H -3.193 -2.152 -1.210
H -3.106 -0.959 -2.138
O 3.762 0.579 2.128
H 4.688 0.517 2.362
H 3.427 -0.311 2.233
O -2.103 2.461 3.248
H -2.054 3.415 3.182
H -3.019 2.254 3.062
O -2.734 1.504 0.045
H -2.885 1.508 -0.900
H -3.131 2.318 0.355
O -2.676 -1.627 1.716
H -3.227 -2.105 1.096
H -3.248 -1.455 2.464
O 0.451 -4.554 1.335
H 1.019 -4.970 0.687
H 0.412 -5.181 2.057
O -2.944 2.376 -2.371
H -3.860 2.452 -2.103
H -2.983 2.037 -3.265
O 1.852 -1.004 -0.787
H 2.101 -1.682 -1.415
H 2.513 -0.320 -0.898
O -1.755 4.786 -1.714
H -1.578 4.931 -2.643
H -1.931 3.848 -1.646
O -0.469 -2.916 -0.619
H -0.292 -3.599 0.027
H -0.334 -3.345 -1.464
O 0.467 2.038 -0.806
H 0.832 2.758 -0.292
H 0.523 2.337 -1.713
O 3.401 2.709 0.347
H 3.500 1.932 0.897
H 3.338 3.436 0.968
O -0.728 -2.134 5.023
H -0.668 -2.035 4.073
H -1.584 -1.769 5.248
O 2.023 0.560 -4.267
H 2.971 0.514 -4.142
H 1.768 1.390 -3.864
O -3.660 -3.676 -0.293
H -3.380 -4.516 -0.659
H -4.616 -3.717 -0.303
O 0.244 1.326 2.297
H 0.985 1.663 2.801
H -0.528 1.610 2.786

***

14
Properties=species:S:1:pos:R:3 method="wB97M-V/def2-TZVPD" molar_mass_g_mol=295.595 e_tot_ev=-40766.30088 charge=+2 homo_lumo_gap_ev=4.36
O 1.692 -0.303 1.136
Si 1.544 0.417 -0.407
O 0.520 -0.357 -1.456
Si -0.817 -1.187 -0.706
P -2.271 0.219 0.265
S -3.252 -0.799 1.635
H 2.552 -0.732 1.171
H 1.128 1.835 -0.258
H 2.900 0.464 -1.014
H -1.571 -1.825 -1.800
H -0.392 -2.227 0.233
H -3.222 0.631 -0.718
H -1.596 1.357 0.822
Ba 2.786 2.508 1.096

***

43
Properties=species:S:1:pos:R:3 method="wB97M-V/def2-TZVPD" molar_mass_g_mol=594.683 e_tot_ev=-64321.21754 multiplicity=2 charge=+2 homo_lumo_gap_ev="4.52 / 3.09"
Be 14.827 -23.779 -11.086
Be 18.449 -21.494 -10.457
Tl 16.294 -21.208 -15.254
S 15.050 -20.654 -11.469
O 15.507 -20.288 -12.809
O 14.609 -19.483 -10.708
O 13.907 -21.522 -11.566
O 16.033 -21.385 -10.710
S 17.496 -23.464 -12.784
O 18.251 -24.349 -13.645
O 17.900 -22.074 -12.933
O 16.122 -23.498 -13.225
O 17.575 -23.784 -11.372
O 14.267 -18.987 -15.240
H 13.576 -18.417 -15.578
H 13.915 -19.328 -14.418
O 14.146 -17.057 -11.311
H 13.212 -17.061 -11.102
H 14.453 -17.926 -11.054
O 14.318 -22.626 -8.649
H 14.369 -21.774 -8.214
H 14.244 -23.256 -7.932
O 17.493 -18.510 -14.092
H 17.698 -17.637 -14.426
H 16.971 -18.350 -13.306
O 12.687 -18.598 -13.161
H 13.323 -18.022 -12.735
H 12.044 -18.003 -13.546
O 11.674 -20.407 -10.733
H 11.993 -19.555 -11.030
H 12.395 -21.010 -10.915
O 13.521 -21.495 -14.192
H 13.444 -21.546 -13.239
H 12.640 -21.684 -14.514
O 14.750 -17.963 -8.334
H 14.393 -18.582 -8.972
H 13.980 -17.543 -7.951
O 17.529 -19.102 -10.310
H 17.323 -18.218 -10.005
H 16.677 -19.523 -10.419
O 16.864 -20.857 -8.244
H 16.018 -20.768 -8.682
H 16.645 -21.124 -7.351

***

5
Properties=species:S:1:pos:R:3 method="wB97M-V/def2-TZVPD" molar_mass_g_mol=242.345 e_tot_ev=-163204.96366 charge=0 homo_lumo_gap_ev="6.64 / 6.64" relative_energy_kj_mol=289.0
F -0.728 -0.073 -1.720
Si 0.147 -0.211 -0.409
Cl 1.654 1.091 -0.104
Br 0.090 -2.351 0.024
Br -1.163 1.544 2.210

***

5
Properties=species:S:1:pos:R:3 method="wB97M-V/def2-TZVPD" molar_mass_g_mol=242.234 e_tot_ev=-163943.61969 charge=0 homo_lumo_gap_ev="7.75 / 6.51" relative_energy_kj_mol=58.2
O -0.458 0.428 -1.003
P 0.026 -0.350 0.119
Cl -0.498 0.378 1.903
Br 3.329 -0.348 0.120
Br -0.626 -2.460 -0.005

***

4
Properties=species:S:1:pos:R:3 method="wB97M-V/def2-TZVPD" molar_mass_g_mol=209.780 e_tot_ev=-152090.20823 charge=0 homo_lumo_gap_ev="9.83 / 5.07" relative_energy_kj_mol=293.5
F 1.113 0.299 0.009
P 0.015 1.437 0.303
Br -1.723 -3.434 -0.894
Br -1.168 0.668 -1.384

***

5
Properties=species:S:1:pos:R:3 method="wB97M-V/def2-TZVPD" molar_mass_g_mol=207.789 e_tot_ev=-151438.13331 charge=0 smiles=OP(Br)Br homo_lumo_gap_ev=8.13 relative_energy_kj_mol=100.0
O -0.516 -0.253 0.433
P -0.851 -1.666 -0.364
Br -0.278 -1.159 -3.057
Br -3.030 -1.726 -0.806
H -0.648 0.575 0.047

***

4
Properties=species:S:1:pos:R:3 method="wB97M-V/def2-TZVPD" molar_mass_g_mol=191.790 e_tot_ev=-149387.46606 charge=0 homo_lumo_gap_ev=5.05 relative_energy_kj_mol=309.3
P 0.665 -0.458 -1.073
Br -2.788 -1.397 -0.053
Br 1.727 -1.868 0.106
H 0.092 0.000 0.058

***

7
Properties=species:S:1:pos:R:3 method="wB97M-V/def2-TZVPD" molar_mass_g_mol=366.732 e_tot_ev=-86772.09495 charge=+2 homo_lumo_gap_ev=2.13
Cd 4.530 -1.752 -0.921
Cd 1.419 1.542 4.705
N -1.988 0.453 -1.549
O -1.813 -0.458 -0.711
O -1.402 0.289 -2.622
O -2.542 1.530 -1.308
Br 1.796 -1.604 2.406

***

17
Properties=species:S:1:pos:R:3 method="wB97M-V/def2-TZVPD" molar_mass_g_mol=282.391 e_tot_ev=-84998.64001 charge=+1 homo_lumo_gap_ev=5.48 relative_energy_kj_mol=229.7
Cd -0.001 -0.635 -0.086
Br -1.022 -3.787 -1.415
O 2.836 -0.956 0.541
H 3.136 -1.720 1.033
H 3.504 -0.289 0.701
O -2.747 0.460 -0.200
H -3.017 1.193 0.354
H -3.555 0.168 -0.623
O 0.789 0.154 -2.941
H 0.869 -0.254 -3.803
H 0.813 1.094 -3.117
O 0.331 2.521 0.167
H 1.113 2.901 -0.232
H -0.186 3.276 0.448
O -0.744 -1.255 2.751
H -1.233 -0.716 3.373
H -0.887 -2.154 3.048

***

6
Properties=species:S:1:pos:R:3 method="wB97M-V/def2-TZVPD" molar_mass_g_mol=196.799 e_tot_ev=-105880.14999 charge=0 homo_lumo_gap_ev="4.74 / 4.75" relative_energy_kj_mol=343.7
N -1.668 -0.143 0.299
P -0.122 -0.070 0.213
Cl 2.670 -1.350 -1.898
Cl 0.629 -0.728 1.913
Br 0.736 1.999 -0.123
H -2.245 0.292 -0.404